(a)
The molecule C3H3N3O. Source: OMol25; level of theory: ωB97M-V/def2-TZVPD.

Values from the calculation:
LUMO energy ... 0.0 eV
Structure (SMILES) ... O=Cc1cnn[nH]1
Charge ... 0
Multiplicity ... 1

Each atom is followed by the atoms it is bonded to, with distances in Å.
Element x y z (Å)
1 O -1.32970 0.43759 1.84890  C7 1.207
2 N 0.55609 0.53162 -1.79647  N4 1.299, C6 1.353
3 N 1.11854 0.63620 0.25367  N4 1.328, C5 1.363, H10 1.013
4 N 1.34414 1.13193 -0.95698  N2 1.299, N3 1.328
5 C 0.16982 -0.34224 0.21735  N3 1.363, C6 1.375, C7 1.477
6 C -0.14554 -0.40614 -1.11911  N2 1.353, C5 1.375, H9 1.080
7 C -0.97690 -0.47227 1.13874  O1 1.207, C5 1.477, H8 1.107
8 H -1.59409 -1.37920 0.99153  C7 1.107
9 H -0.89268 -1.03760 -1.57768  C6 1.080
10 H 1.75030 0.90011 1.00004  N3 1.013

***

(b)
The molecule C3H3N3O. Source: OMol25; level of theory: ωB97M-V/def2-TZVPD.

Values from the calculation:
LUMO energy ... 0.1 eV
Structure (SMILES) ... N=c1ncocn1
Charge ... 0
Multiplicity ... 1

Each atom is followed by the atoms it is bonded to, with distances in Å.
Element x y z (Å)
1 O 1.65626 -0.42593 0.21288  C6 1.360, C7 1.493
2 N -2.38341 0.16638 0.38960  C5 1.305, H10 1.173
3 N -0.17903 0.86232 0.98652  C5 1.390, C6 1.290
4 N -0.51736 -0.28744 -0.95058  C5 1.370, C7 1.248
5 C -1.09059 0.15349 0.21345  N2 1.305, N3 1.390, N4 1.370
6 C 1.08248 0.62749 0.85462  O1 1.360, N3 1.290, H9 1.170
7 C 0.65331 -0.70891 -0.85577  O1 1.493, N4 1.248, H8 1.162
8 H 1.40028 -1.18299 -1.60927  C7 1.162
9 H 2.00174 1.06525 1.43090  C6 1.170
10 H -2.62367 -0.26967 -0.67235  N2 1.173

***

(c)
The molecule C3H3N3O. Source: OMol25; level of theory: ωB97M-V/def2-TZVPD.

Values from the calculation:
LUMO energy ... -0.3 eV
Structure (SMILES) ... [H]/N=N/C=C\N=C=O
Charge ... 0
Multiplicity ... 1

Each atom is followed by the atoms it is bonded to, with distances in Å.
Element x y z (Å)
1 O 0.17324 2.71122 0.81218  C5 1.166
2 N -1.17429 -1.01260 0.38844  N4 1.248, C6 1.408
3 N 1.16326 0.90444 -0.36759  C5 1.224, C7 1.373
4 N -1.32366 0.17742 0.73469  N2 1.248, H9 1.028
5 C 0.54596 1.75008 0.26720  O1 1.166, N3 1.224
6 C -0.02031 -1.25439 -0.38133  N2 1.408, C7 1.347, H8 1.083
7 C 0.98244 -0.41460 -0.70330  N3 1.373, C6 1.347, H10 1.088
8 H 0.04833 -2.27612 -0.73247  C6 1.083
9 H -2.19014 0.23145 1.28602  N4 1.028
10 H 1.79517 -0.81689 -1.30384  C7 1.088

***

(d)
A 2-piece molecular cluster, C3H3N3O overall. Source: OMol25; level of theory: ωB97M-V/def2-TZVPD.

Values from the calculation:
LUMO energy ... 0.6 eV
Charge ... 0
Multiplicity ... 1

Each atom is followed by the atoms it is bonded to, with distances in Å.
Element x y z (Å)
1 O -1.10179 2.93988 -0.76185  C5 1.134
2 N 1.32288 -0.39270 -0.60833  N4 1.211, C7 1.487, H8 1.037
3 N -0.96263 -0.42284 2.05952  C6 1.227, H9 1.020
4 N 2.15995 -1.20434 -0.93374  N2 1.211
5 C -0.12805 2.35930 -0.73374  O1 1.134
6 C -0.54588 -0.62455 0.92373  N3 1.227, C7 1.310
7 C -0.09204 -0.72908 -0.30081  N2 1.487, C6 1.310, H10 1.080
8 H 1.49014 0.63022 -0.56665  N2 1.037
9 H -0.82157 -1.19426 2.71212  N3 1.020
10 H -0.66752 -1.15641 -1.10921  C7 1.080

***

Stability ranking, top entry: (a); the second entry is 0.0041 hartree less favorable.